Record 1
Formula: C3H6O3Rh
Source: OMol25
Level of theory: ωB97M-V/def2-TZVPD

Structure (XYZ):
```
13
Properties=species:S:1:pos:R:3:mulliken_charge:R:1
C 1.991 -1.016 0.001 -0.59
O 0.879 -0.093 0.051 -0.41
C 1.095 1.217 0.060 -0.07
C 0.002 1.981 -0.425 0.44
O -1.110 1.417 -0.601 -0.58
H 1.566 -1.985 -0.270 0.25
H 2.699 -0.668 -0.758 0.36
H 2.441 -1.059 0.998 0.34
H 2.116 1.584 0.168 0.47
H 0.175 3.010 -0.763 0.43
Rh -1.192 -0.459 0.026 1.62
O -1.604 -1.363 1.521 -0.64
H -1.098 -1.437 2.329 0.39
```

- HOMO (spin up / spin down) (eV) = -19.3 / -21.7
- spin multiplicity = 6
- total charge = +2
- gap between HOMO and LUMO (spin up / spin down) (eV) = 10.43 / 8.40
- ΔE to the lowest compared entry with this formula, charge and spin (kcal per mole) = 0.00



Record 2
Formula: ClH12O6
Source: OMol25
Level of theory: ωB97M-V/def2-TZVPD

Structure (XYZ):
```
19
Properties=species:S:1:pos:R:3:mulliken_charge:R:1
Cl 0.054 0.204 -0.159 -0.23
O 3.203 0.683 0.438 -0.56
H 2.258 0.778 0.319 0.24
H 3.296 0.253 1.288 0.33
O -0.369 2.966 -1.634 -0.57
H -0.271 2.198 -1.071 0.32
H 0.398 2.944 -2.206 0.32
O 1.616 -2.666 -0.925 -0.57
H 1.157 -1.829 -0.996 0.27
H 2.227 -2.544 -0.199 0.33
O -1.951 -1.059 -2.411 -0.57
H -2.400 -0.294 -2.770 0.33
H -1.426 -0.712 -1.690 0.32
O -1.461 1.552 2.380 -0.56
H -2.289 1.168 2.091 0.36
H -0.800 1.152 1.815 0.19
O -1.294 -1.502 2.221 -0.56
H -1.255 -2.348 1.775 0.32
H -0.691 -0.944 1.730 0.29
```

- HOMO (spin up / spin down) (eV) = -12.0 / -12.0
- spin multiplicity = 2
- gap between HOMO and LUMO (spin up / spin down) (eV) = 11.92 / 5.30
- ΔE to the lowest compared entry with this formula, charge and spin (kcal per mole) = 5.65



Record 3
Formula: HN6O
Source: OMol25
Level of theory: ωB97M-V/def2-TZVPD

Structure (XYZ):
```
8
Properties=species:S:1:pos:R:3:mulliken_charge:R:1
N -1.722 1.853 0.054 -0.58
N -1.442 0.743 0.050 0.70
N -1.468 -0.442 -0.106 -0.22
N -0.445 -1.324 0.049 -0.63
N 0.733 -0.779 -0.003 1.22
N 0.817 0.530 -0.090 -0.82
O 1.767 -1.460 0.051 -0.83
H 1.760 0.878 -0.005 0.16
```

- SMILES = [N-]=N/N=N\[N+]([NH-])=O
- HOMO (eV) = -3.2
- total charge = -1
- gap between HOMO and LUMO (eV) = 8.43
- ΔE to the lowest compared entry with this formula, charge and spin (kcal per mole) = 48.75